Record 1
{
  "formula": "C4H3NO3",
  "method": "the ωB97M-V functional and the def2-TZVPD basis",
  "elements": ["C", "C", "C", "C", "H", "H", "H", "N", "O", "O", "O"],
  "xyz": [[-1.1367, -0.5453, -0.0345], [0.7259, -0.4079, 0.9101], [1.0585, 1.0048, -0.2938], [0.0079, 0.0618, -0.1781], [-1.9039, -0.4180, -1.7792], [0.8531, 2.0973, -0.0738], [1.8358, 1.0688, -1.1344], [0.1350, -1.3368, 1.5821], [-2.2933, -0.5896, -0.7175], [-1.1690, -1.2822, 1.0009], [1.8866, 0.3471, 0.7182]],
  "nbo_charge": [0.637, 0.484, -0.053, -0.414, 0.497, 0.205, 0.200, -0.186, -0.630, -0.282, -0.458],
  "de_lowest_kcal_mol": 141.3,
  "e_tot_ha": -434.502205,
  "homo_lumo_gap_ev": 9.4,
  "total_charge": 0,
  "e_lumo_ha": -0.0028
}


Record 2
{
  "formula": "C6H12O",
  "method": "the ωB97M-V functional and the def2-TZVPD basis",
  "elements": ["C", "C", "O", "C", "C", "C", "C", "H", "H", "H", "H", "H", "H", "H", "H", "H", "H", "H", "H"],
  "xyz": [[2.1723, 0.6897, 0.6269], [1.8795, -0.4172, -0.3806], [0.5523, -0.3919, -0.8676], [-0.4177, -1.0301, -0.1037], [-1.0325, -0.3879, 1.1148], [-1.7816, -0.4250, -0.1957], [-1.9251, 0.8550, -0.9893], [1.8179, 0.4449, 1.6325], [1.6850, 1.6148, 0.3005], [3.2509, 0.8743, 0.6799], [2.1213, -1.4048, 0.0398], [2.5010, -0.2753, -1.2707], [-0.3291, -2.1194, -0.0913], [-0.6613, 0.5794, 1.4418], [-1.3510, -1.0468, 1.9190], [-2.6201, -1.1150, -0.2691], [-1.9065, 0.6532, -2.0657], [-2.8610, 1.3690, -0.7471], [-1.0946, 1.5330, -0.7743]],
  "nbo_charge": [-0.641, -0.055, -0.528, 0.086, -0.460, -0.237, -0.603, 0.207, 0.213, 0.212, 0.163, 0.182, 0.178, 0.218, 0.217, 0.211, 0.213, 0.208, 0.214],
  "de_lowest_kcal_mol": 35.7,
  "e_tot_ha": -311.002369,
  "smiles": "CCO[C@H]1C[C@H]1C",
  "homo_lumo_gap_ev": 10.5,
  "total_charge": 0,
  "e_lumo_ha": 0.0426
}


Please write out number 2 again, unchanged.
{
  "formula": "C6H12O",
  "method": "the ωB97M-V functional and the def2-TZVPD basis",
  "elements": ["C", "C", "O", "C", "C", "C", "C", "H", "H", "H", "H", "H", "H", "H", "H", "H", "H", "H", "H"],
  "xyz": [[2.1723, 0.6897, 0.6269], [1.8795, -0.4172, -0.3806], [0.5523, -0.3919, -0.8676], [-0.4177, -1.0301, -0.1037], [-1.0325, -0.3879, 1.1148], [-1.7816, -0.4250, -0.1957], [-1.9251, 0.8550, -0.9893], [1.8179, 0.4449, 1.6325], [1.6850, 1.6148, 0.3005], [3.2509, 0.8743, 0.6799], [2.1213, -1.4048, 0.0398], [2.5010, -0.2753, -1.2707], [-0.3291, -2.1194, -0.0913], [-0.6613, 0.5794, 1.4418], [-1.3510, -1.0468, 1.9190], [-2.6201, -1.1150, -0.2691], [-1.9065, 0.6532, -2.0657], [-2.8610, 1.3690, -0.7471], [-1.0946, 1.5330, -0.7743]],
  "nbo_charge": [-0.641, -0.055, -0.528, 0.086, -0.460, -0.237, -0.603, 0.207, 0.213, 0.212, 0.163, 0.182, 0.178, 0.218, 0.217, 0.211, 0.213, 0.208, 0.214],
  "de_lowest_kcal_mol": 35.7,
  "e_tot_ha": -311.002369,
  "smiles": "CCO[C@H]1C[C@H]1C",
  "homo_lumo_gap_ev": 10.5,
  "total_charge": 0,
  "e_lumo_ha": 0.0426
}


Please write out number 1 again, unchanged.
{
  "formula": "C4H3NO3",
  "method": "the ωB97M-V functional and the def2-TZVPD basis",
  "elements": ["C", "C", "C", "C", "H", "H", "H", "N", "O", "O", "O"],
  "xyz": [[-1.1367, -0.5453, -0.0345], [0.7259, -0.4079, 0.9101], [1.0585, 1.0048, -0.2938], [0.0079, 0.0618, -0.1781], [-1.9039, -0.4180, -1.7792], [0.8531, 2.0973, -0.0738], [1.8358, 1.0688, -1.1344], [0.1350, -1.3368, 1.5821], [-2.2933, -0.5896, -0.7175], [-1.1690, -1.2822, 1.0009], [1.8866, 0.3471, 0.7182]],
  "nbo_charge": [0.637, 0.484, -0.053, -0.414, 0.497, 0.205, 0.200, -0.186, -0.630, -0.282, -0.458],
  "de_lowest_kcal_mol": 141.3,
  "e_tot_ha": -434.502205,
  "homo_lumo_gap_ev": 9.4,
  "total_charge": 0,
  "e_lumo_ha": -0.0028
}